[1]
105
Properties=species:S:1:pos:R:3:forces:R:3 method="wB97M-V/def2-TZVPD" charge=+1
C 3.939 1.381 -0.889 0.07 1.45 0.60
C 2.945 1.342 0.407 1.09 -0.17 0.57
P 1.863 -0.291 0.502 0.46 -0.41 -0.65
C 2.322 -1.358 -1.069 1.02 -0.38 0.04
C -0.021 0.140 0.553 -0.63 -0.96 1.56
C -0.149 0.501 2.183 1.59 1.23 -0.12
C 0.155 -0.862 2.992 2.45 -1.72 0.09
O -0.471 -1.085 4.294 -3.21 0.90 -4.22
O 0.432 -1.193 5.253 2.41 1.48 4.08
C -1.419 1.425 2.570 -0.19 -1.00 -0.49
C -1.465 1.912 4.161 0.61 -0.59 0.52
C -2.419 3.178 4.505 -0.84 1.07 1.03
C -1.665 4.605 4.783 0.87 -0.13 -1.34
F -3.158 2.853 5.784 1.58 0.40 -2.61
B -2.818 0.500 2.467 -1.59 -0.52 -0.49
N -2.847 -0.889 1.785 -0.98 1.98 1.16
O -4.145 0.959 2.971 1.93 0.63 -2.62
C -1.347 2.647 1.491 -1.70 1.42 3.38
C -0.124 3.711 1.602 0.75 2.17 -1.54
O 0.698 3.729 2.804 1.08 2.13 -1.24
C 1.586 4.926 2.712 2.93 4.01 -0.21
C 1.110 6.420 3.277 2.94 -0.08 -1.38
C 2.076 7.774 3.201 1.29 -3.69 -1.45
C 3.588 7.696 2.552 -3.44 -3.55 0.41
C 4.070 6.246 1.951 -3.31 0.82 1.74
C 3.108 4.883 2.029 -1.12 3.26 1.21
N -1.546 2.278 0.022 0.38 2.00 -0.78
C -2.978 2.372 -0.446 -4.70 0.91 0.15
N -3.158 2.945 -1.869 -0.36 -0.42 1.70
C -0.710 1.119 -0.511 1.44 -2.75 -3.71
C -1.590 0.074 -1.486 -1.42 -0.99 0.66
C -0.727 -1.077 -2.244 -0.27 -5.91 1.11
O -0.943 -2.396 -2.030 0.87 8.48 -1.12
C 0.380 1.744 -1.622 0.80 0.89 -0.53
C -0.245 2.380 -2.981 -1.77 0.61 -3.55
C -0.353 4.048 -3.059 1.13 -0.37 -0.01
N -0.650 1.720 -4.116 1.66 2.51 4.68
H 4.790 0.587 -0.769 -1.90 1.35 -0.49
H 3.330 1.308 -1.887 1.46 -0.01 1.84
H 4.483 2.443 -0.867 -1.15 -2.28 -0.21
H 3.655 1.241 1.362 -1.63 0.27 -2.00
H 2.310 2.304 0.592 1.15 -1.72 -0.60
H 3.366 -1.857 -0.772 -2.26 1.15 -0.60
H 2.530 -0.722 -2.020 -0.61 -1.40 1.44
H 1.583 -2.262 -1.224 1.36 2.05 0.20
H -0.540 -0.937 0.509 0.97 2.47 -0.27
H 0.806 1.197 2.377 -2.04 -1.31 -0.13
H 1.327 -0.897 3.238 -2.69 0.18 -0.71
H -0.023 -1.876 2.385 0.03 2.47 0.92
H 0.263 -0.385 5.850 0.45 -1.61 -1.15
H -0.335 2.041 4.519 -2.54 0.11 -0.70
H -1.899 1.004 4.805 0.86 1.98 -1.54
H -3.288 3.389 3.717 1.88 -0.86 1.74
H -1.643 5.181 3.737 -0.09 -1.21 2.13
H -0.517 4.420 5.041 -2.66 0.47 -0.23
H -2.205 5.322 5.532 0.94 -1.78 -1.30
H -2.785 -1.605 2.547 -0.05 0.44 -1.07
H -3.819 -0.925 1.357 1.37 -0.51 1.13
H -4.593 1.533 2.277 0.68 -0.89 1.54
H -2.303 3.308 1.778 2.07 -1.45 -0.90
H 0.645 3.689 0.688 -1.75 -0.42 1.60
H -0.576 4.817 1.523 0.61 -2.41 0.03
H 0.047 6.571 3.752 2.39 -0.48 -1.04
H 1.634 8.795 3.626 1.12 -2.57 -1.02
H 4.216 8.691 2.555 -1.21 -2.47 -0.18
H 5.146 6.209 1.460 -2.60 -0.20 1.15
H 3.565 3.909 1.569 -1.12 2.00 1.11
H -1.116 3.132 -0.462 -0.53 -1.29 0.55
H -3.634 3.173 0.155 2.25 -1.82 -0.23
H -3.626 1.383 -0.280 2.10 1.88 -0.66
H -3.116 3.987 -1.758 -0.09 -1.24 -0.21
H -4.165 2.744 -2.102 1.40 0.16 0.13
H -2.208 0.576 -2.325 1.30 -0.43 1.34
H -2.370 -0.488 -0.779 1.90 0.97 -1.52
H 0.138 -0.823 -3.016 -2.00 -0.17 1.56
H 1.160 0.954 -1.989 -1.76 1.19 1.06
H 1.036 2.620 -1.144 -1.49 -1.94 -0.93
H 0.164 4.538 -2.112 -1.28 -0.82 -1.84
H 0.295 4.399 -3.989 -1.38 -0.77 1.97
H -1.448 4.425 -3.232 2.18 -0.88 0.47
H -0.975 2.444 -4.809 0.48 -0.81 0.90
C 1.062 -9.780 -4.471 0.01 0.26 -0.24
O 0.111 -8.766 -4.770 -0.04 -0.37 0.42
C -1.066 -8.856 -3.957 -0.14 0.72 -0.13
C -1.179 -7.613 -3.059 0.54 -0.60 -0.03
N -0.139 -7.621 -2.024 -0.20 0.22 -0.17
C -0.038 -6.352 -1.292 0.49 -0.22 -0.19
C 0.443 -5.124 -2.087 0.11 -0.05 0.59
O 1.799 -5.220 -2.529 -0.54 0.05 -0.20
C 1.962 -5.853 -3.791 0.41 0.13 0.18
H 1.892 -9.687 -5.177 -0.18 0.06 0.05
H 1.456 -9.654 -3.459 0.01 -0.19 0.08
H 0.618 -10.773 -4.582 0.06 -0.02 0.09
H -1.096 -9.780 -3.368 0.19 0.15 0.00
H -1.921 -8.873 -4.641 0.01 0.00 0.07
H -2.164 -7.601 -2.583 0.06 0.01 0.02
H -1.090 -6.729 -3.698 -0.20 0.02 -0.19
H 0.761 -7.813 -2.461 -0.29 0.03 0.12
H 0.672 -6.522 -0.473 -0.08 0.14 -0.09
H -1.005 -6.129 -0.827 -0.01 0.01 -0.13
H 0.414 -4.267 -1.404 0.02 -0.16 -0.10
H -0.226 -4.867 -2.916 0.12 -0.11 -0.05
H 1.112 -5.685 -4.458 -0.04 -0.09 0.10
H 2.137 -6.921 -3.655 -0.13 -0.11 -0.23
H 2.856 -5.435 -4.263 -0.09 0.02 0.09

[2]
101
Properties=species:S:1:pos:R:3:forces:R:3 method="wB97M-V/def2-TZVPD" charge=+2
Hf -0.284 1.488 0.047 0.33 -0.63 0.47
O -4.315 0.780 1.884 0.00 0.00 0.01
C -3.338 1.659 1.808 -0.04 -0.02 -0.06
O -2.188 1.325 1.562 0.14 0.02 0.06
C -3.830 3.072 2.057 0.02 0.00 0.02
O -2.818 3.974 2.396 -0.02 -0.02 -0.02
C -2.234 4.703 1.324 0.01 0.00 0.00
C -1.240 3.781 0.656 0.16 0.00 0.14
O -0.176 3.454 1.243 -0.29 0.29 -0.16
O -1.579 3.172 -0.424 -0.04 -0.13 -0.10
H -3.974 -0.105 1.663 0.01 0.00 -0.01
H -4.533 3.026 2.889 -0.01 0.00 -0.01
H -4.397 3.377 1.169 0.01 0.00 -0.02
H -1.725 5.555 1.767 0.00 -0.01 0.01
H -2.987 5.038 0.608 0.00 0.01 0.00
C 4.159 -2.025 2.190 0.00 0.00 0.00
C 2.680 -1.769 1.927 -0.01 0.01 0.00
C 2.038 -1.014 3.085 -0.01 -0.02 0.02
S 0.405 -0.414 2.655 0.03 0.06 0.08
O 0.727 0.856 1.819 0.05 0.00 -0.14
C -0.098 0.290 4.232 -0.01 0.02 -0.02
C -0.596 -0.762 5.218 -0.01 0.00 -0.01
C -1.815 -1.532 4.720 -0.01 0.00 0.00
H 4.608 -2.577 1.365 0.00 0.00 0.00
H 4.306 -2.608 3.100 0.00 0.00 0.00
H 4.708 -1.087 2.307 0.00 0.00 0.00
H 2.155 -2.715 1.784 0.00 -0.01 0.00
H 2.550 -1.203 1.001 0.00 0.00 0.00
H 2.612 -0.131 3.382 -0.01 0.01 0.00
H 1.913 -1.653 3.963 0.00 0.00 -0.01
H -0.894 0.984 3.953 0.00 -0.01 0.00
H 0.747 0.869 4.608 0.00 0.00 0.00
H -0.845 -0.229 6.137 0.01 0.00 0.00
H 0.211 -1.448 5.485 -0.01 -0.01 -0.01
H -2.626 -0.849 4.456 0.01 0.00 0.01
H -2.186 -2.202 5.493 0.00 0.00 0.00
H -1.587 -2.139 3.841 0.00 0.00 0.00
C -3.823 -0.605 -1.762 0.03 0.00 0.08
C -2.555 -0.888 -2.579 -0.01 -0.04 0.03
C -2.921 -1.861 -3.708 -0.04 -0.01 0.02
C -2.152 0.464 -3.183 -0.02 0.08 -0.09
P -1.187 -1.517 -1.456 0.05 -0.06 0.00
N -0.636 -0.325 -0.553 -0.35 0.45 -0.30
C 0.251 -2.169 -2.479 -0.01 0.03 0.00
C 0.585 -1.157 -3.588 0.01 -0.07 -0.01
C 1.509 -2.212 -1.597 0.04 0.02 0.02
C 0.025 -3.548 -3.109 0.01 0.00 0.00
C -1.858 -2.861 -0.319 0.03 -0.02 -0.03
C -0.667 -3.570 0.345 -0.03 -0.04 0.03
C -2.732 -3.921 -0.999 -0.03 0.03 0.03
C -2.649 -2.211 0.833 0.08 0.02 -0.01
H -4.528 -0.073 -2.404 0.01 0.00 0.01
H -3.611 0.040 -0.906 0.01 0.00 0.04
H -4.322 -1.508 -1.420 0.00 -0.04 0.03
H -3.782 -1.453 -4.243 0.00 0.00 0.00
H -3.208 -2.846 -3.341 0.04 0.06 -0.04
H -2.124 -1.984 -4.435 0.08 0.02 -0.05
H -2.980 0.805 -3.810 0.01 -0.02 -0.02
H -1.262 0.425 -3.804 -0.09 0.07 0.08
H -2.020 1.229 -2.413 0.01 -0.06 0.01
H 0.741 -0.155 -3.185 0.01 -0.01 0.00
H -0.162 -1.116 -4.376 -0.03 -0.05 -0.03
H 1.522 -1.472 -4.053 0.00 -0.02 0.00
H 1.710 -1.224 -1.179 0.01 -0.01 0.00
H 2.351 -2.491 -2.234 0.00 0.00 0.00
H 1.456 -2.936 -0.789 0.03 0.02 -0.02
H -0.860 -3.587 -3.741 -0.02 -0.01 0.00
H -0.045 -4.344 -2.370 -0.01 0.01 -0.01
H 0.885 -3.776 -3.743 0.00 0.00 0.00
H -0.108 -4.192 -0.349 -0.01 0.02 0.03
H -1.054 -4.228 1.126 0.00 0.00 0.00
H 0.011 -2.852 0.808 0.00 0.00 0.03
H -2.224 -4.421 -1.820 0.03 -0.01 -0.03
H -3.671 -3.516 -1.372 0.01 0.01 0.02
H -2.983 -4.685 -0.259 0.00 0.00 0.00
H -2.101 -1.360 1.246 -0.03 -0.02 -0.02
H -2.777 -2.956 1.621 -0.02 0.00 -0.01
H -3.646 -1.901 0.526 -0.07 0.05 -0.07
C 5.025 3.588 -0.078 0.00 0.00 -0.01
N 4.050 2.775 0.707 0.00 -0.01 0.01
C 2.924 3.621 1.199 -0.01 0.00 -0.01
C 3.564 1.528 -0.034 0.01 0.01 -0.01
C 2.843 1.853 -1.311 -0.01 0.00 0.00
C 3.609 1.995 -2.468 -0.01 -0.01 0.00
C 3.025 2.388 -3.662 0.00 0.00 0.00
C 1.666 2.653 -3.691 -0.01 0.00 0.00
C 0.904 2.468 -2.544 -0.04 0.00 0.00
C 1.449 2.036 -1.324 0.03 0.05 0.03
H 5.402 4.383 0.560 0.00 0.00 0.00
H 4.511 4.008 -0.937 0.00 0.00 0.00
H 5.842 2.950 -0.405 0.00 0.00 0.00
H 4.547 2.430 1.527 0.01 0.00 0.00
H 2.372 3.990 0.340 0.00 0.00 0.00
H 3.337 4.448 1.771 0.00 0.00 0.00
H 2.266 3.016 1.817 0.00 0.00 0.00
H 2.918 1.015 0.677 -0.01 0.00 0.00
H 4.460 0.932 -0.211 0.00 0.00 0.00
H 4.674 1.791 -2.442 0.00 0.00 0.00
H 3.627 2.493 -4.555 0.00 0.00 0.00
H 1.196 2.986 -4.608 0.00 0.00 0.00
H -0.163 2.672 -2.625 0.02 -0.01 0.01

For reference, E_tot by record: -2482.0518, -2564.8088 Ha.
For reference, gap between HOMO and LUMO by record: 6.8981, 8.9715 eV.
For reference, ΔE to the lowest compared entry with this formula, charge and spin by record: 917.2, 0.0 kJ/mol.